Below is C24H19BrN7O2SSn as an isolated structure at a distorted geometry, with properties calculated with ωB97M-V/def2-TZVPD.

## Properties
DFT total energy (hartree): -4645.73121
Gap between HOMO and LUMO (spin up / spin down) (eV): 6.3 / 6.8
Spin multiplicity: 2
⟨S²⟩: 0.76
Charge: +2
Highest occupied orbital energy (spin up / spin down) (eV): -12.557 / -13.450

The geometry in XYZ format:
```
55
Properties=species:S:1:pos:R:3:forces:R:3
Sn 0.711 0.112 1.158 0.21 -2.78 0.06
N 0.294 0.056 -3.336 -0.22 0.08 -0.06
C 0.702 0.244 -2.094 0.08 -0.14 0.02
N -0.091 0.222 -1.054 0.11 -0.89 -0.21
C -1.457 -0.023 -1.234 0.09 -0.49 0.40
N -2.264 -0.176 -0.231 -0.72 -0.47 -0.43
N -1.681 -0.261 0.993 1.72 0.64 -0.11
C -2.327 -0.715 1.985 -0.62 -0.16 -0.17
C -1.673 -0.845 3.285 0.04 -0.11 0.11
C -2.346 -1.334 4.387 -0.21 -0.04 0.10
C -1.662 -1.454 5.591 0.08 0.00 -0.02
C -0.325 -1.099 5.642 -0.08 -0.05 0.06
C 0.279 -0.629 4.484 -0.02 0.04 -0.11
N -0.384 -0.506 3.339 0.37 0.31 0.11
C -1.979 -0.112 -2.590 0.20 0.09 -0.07
C -3.339 -0.257 -2.870 -0.09 -0.01 0.07
C -3.763 -0.371 -4.175 -0.02 0.02 0.00
C -2.837 -0.356 -5.220 -0.05 0.00 -0.04
C -1.488 -0.230 -4.962 0.14 0.04 -0.07
C -1.065 -0.101 -3.645 -0.11 0.01 0.03
H 0.960 0.059 -4.094 0.12 0.06 0.01
H 1.761 0.427 -1.937 0.00 -0.08 0.06
H -3.357 -1.050 1.872 -0.02 0.09 -0.04
H -3.389 -1.614 4.310 0.03 0.02 -0.01
H -2.165 -1.825 6.473 -0.02 -0.01 -0.01
H 0.246 -1.188 6.556 -0.01 0.02 -0.05
H 1.324 -0.344 4.475 0.00 -0.02 -0.02
H -4.041 -0.283 -2.048 0.01 0.01 -0.02
H -4.817 -0.473 -4.393 0.01 -0.01 0.00
H -3.181 -0.437 -6.243 0.04 -0.03 0.03
H -0.767 -0.216 -5.771 -0.03 -0.01 0.02
O -0.169 6.252 0.263 0.14 -0.11 0.12
C -0.046 4.942 0.418 -0.03 0.00 -0.04
C -0.819 3.996 -0.267 -0.03 -0.05 -0.03
C -0.601 2.661 -0.029 -0.42 0.53 -0.11
N 0.321 2.217 0.842 -0.41 1.73 -0.36
C 1.040 3.140 1.489 0.21 -0.33 0.35
Br 2.277 2.417 2.713 0.27 0.29 0.20
C 0.917 4.491 1.327 -0.05 0.13 -0.07
H -0.856 6.494 -0.368 -0.08 -0.01 -0.07
H -1.577 4.308 -0.976 0.01 -0.06 0.04
H -1.179 1.901 -0.542 0.01 0.81 0.36
H 1.528 5.202 1.867 0.01 -0.09 0.03
O 2.828 -0.385 0.337 -0.01 0.67 -0.14
N 3.231 -1.597 -0.044 -0.12 -0.25 -0.11
C 4.450 -1.706 -0.624 0.03 0.13 -0.01
C 4.909 -2.908 -1.082 0.03 -0.04 -0.04
C 4.100 -4.037 -0.950 -0.10 -0.02 0.08
C 2.876 -3.916 -0.334 0.15 -0.11 -0.06
C 2.436 -2.678 0.140 -0.14 0.19 0.02
S 0.914 -2.509 0.931 -0.45 0.31 0.12
H 5.005 -0.784 -0.693 -0.05 0.06 0.05
H 5.885 -2.962 -1.542 -0.03 0.03 0.02
H 4.432 -4.996 -1.326 -0.01 0.03 0.05
H 2.224 -4.769 -0.199 0.03 0.04 -0.01
```
Positions in Å, forces in eV/Å.

Results of the Mulliken charge analysis, in e, for atoms 1 through 4: atom 1 (Sn): 0.87, atom 2 (N): 0.07, atom 3 (C): -0.70, atom 4 (N): 0.25